(1)
A molecular structure, C30H60O10 in a non-equilibrium geometry. Source: OMol25; level of theory: wB97M-V/def2-TZVPD.

ORCA input file:
```
! wB97M-V def2-TZVPD RIJCOSX def2/J DEFGRID3
* xyz 0 1
C -1.61 1.86 4.60
C -2.22 1.73 3.24
O -2.60 0.68 2.76
C -2.29 3.00 2.44
H -2.25 2.22 5.41
H -0.66 2.39 4.52
H -1.26 0.86 4.87
H -1.36 3.17 1.89
H -2.44 3.88 3.06
H -3.09 3.00 1.70
C -0.19 3.29 -3.38
C -0.82 2.43 -2.27
O -0.40 2.66 -1.13
C -1.80 1.34 -2.53
H 0.73 2.86 -3.80
H 0.19 4.21 -2.94
H -0.92 3.47 -4.16
H -2.79 1.77 -2.67
H -1.85 0.56 -1.77
H -1.61 0.93 -3.53
C 2.33 -2.56 -0.38
C 2.83 -1.46 -1.29
O 2.74 -0.27 -1.07
C 3.40 -1.88 -2.61
H 1.98 -2.12 0.56
H 3.10 -3.25 -0.04
H 1.53 -3.18 -0.78
H 3.98 -2.81 -2.55
H 4.03 -1.09 -3.01
H 2.67 -2.02 -3.41
C 0.42 -2.46 -2.82
C 0.67 -1.04 -3.25
O 1.07 -0.80 -4.38
C 0.33 0.07 -2.31
H 0.64 -2.66 -1.77
H 0.98 -3.17 -3.44
H -0.64 -2.64 -2.98
H -0.64 -0.13 -1.84
H 0.21 0.93 -2.97
H 1.13 0.35 -1.63
C 0.05 -5.63 -0.61
C 0.44 -4.49 0.38
O 1.53 -4.52 0.88
C -0.55 -3.35 0.65
H 0.79 -6.43 -0.61
H 0.04 -5.15 -1.59
H -0.86 -6.11 -0.25
H -0.62 -2.75 -0.25
H -0.23 -2.75 1.50
H -1.55 -3.70 0.88
C 5.48 -0.49 0.81
C 4.39 -1.44 1.18
O 4.28 -2.50 0.64
C 3.31 -0.89 2.11
H 5.71 0.16 1.66
H 5.26 0.11 -0.07
H 6.35 -1.10 0.54
H 3.84 -0.72 3.05
H 2.48 -1.59 2.26
H 2.92 0.05 1.72
C -4.02 -0.89 2.35
C -3.16 -2.14 2.36
O -3.63 -3.26 2.21
C -1.70 -2.01 2.56
H -4.96 -1.25 1.94
H -3.59 -0.15 1.67
H -4.12 -0.46 3.35
H -1.17 -2.94 2.37
H -1.53 -1.82 3.62
H -1.27 -1.20 1.98
C 1.23 -0.33 0.79
C -0.23 -0.48 0.44
O -0.75 -1.58 0.25
C -1.03 0.78 0.39
H 1.67 0.16 -0.07
H 1.70 -1.32 0.78
H 1.26 0.17 1.76
H -0.41 1.43 -0.22
H -1.10 1.33 1.33
H -2.01 0.68 -0.07
C 3.10 1.64 -0.40
C 1.93 2.38 0.31
O 1.50 2.07 1.47
C 1.35 3.48 -0.53
H 3.85 2.33 -0.77
H 2.52 1.03 -1.10
H 3.62 0.96 0.27
H 2.14 4.09 -0.96
H 0.59 4.10 -0.06
H 0.90 3.01 -1.40
C -4.74 3.78 -1.17
C -3.99 3.17 0.02
O -4.16 3.56 1.17
C -3.08 1.98 -0.31
H -5.26 3.01 -1.74
H -4.04 4.40 -1.71
H -5.49 4.50 -0.82
H -3.27 1.08 0.28
H -2.02 2.23 -0.23
H -3.18 1.64 -1.34
*
```

Energy above the lowest of the compared OMol25 structures with the same formula, charge and spin ... 28.2869 eV
Calculated total energy ... -52529.9435 eV
Highest occupied orbital energy ... -7.47 eV
F_max ... 12.4 eV/A
HOMO-LUMO gap ... 7.11 eV

Löwdin population analysis, charges in e, atoms 1 to 6: C -0.0011; C -0.4176; O -0.0664; C -0.0249; H 0.0926; H 0.0907

(2)
2 unconnected molecules or ions with the total composition C30H61BBrF3N2O8PS2Si in a non-equilibrium geometry. Source: OMol25; level of theory: wB97M-V/def2-TZVPD.

ORCA input file:
```
! wB97M-V def2-TZVPD RIJCOSX def2/J DEFGRID3
* xyz 1 1
C 0.37 -4.19 2.65
C -1.03 -3.64 2.42
S -0.87 -1.90 1.92
C -2.46 -1.61 1.08
C -2.58 -1.74 -0.46
C -4.00 -2.30 -0.71
C -5.13 -1.70 0.16
O -5.47 -2.61 1.19
Si -6.25 -2.06 2.56
C -5.00 -1.72 3.93
C -7.40 -3.40 3.14
C -7.22 -0.49 2.22
C -2.36 -0.41 -1.27
C -3.56 0.54 -1.25
C -3.58 1.64 -2.34
C -4.97 2.16 -2.58
F -5.58 1.70 -3.70
C -5.60 3.09 -1.89
F -5.55 3.21 -0.57
F -6.38 4.03 -2.41
C -0.98 0.29 -1.06
C -0.50 1.00 -2.35
C -0.26 2.53 -2.34
C 1.23 2.88 -2.18
C 1.76 2.93 -0.75
N 2.39 1.66 -0.36
C 3.47 1.22 -1.24
C 2.84 1.67 0.98
C 3.03 0.31 1.62
O 3.05 2.69 1.58
B -0.91 1.20 0.29
O 0.06 0.91 1.21
C -1.84 2.44 0.64
C -2.62 2.25 1.96
O 0.06 -0.75 -0.76
S 0.01 -2.11 -1.50
O 0.14 -1.93 -2.91
O 1.00 -2.96 -0.88
C -1.58 -2.80 -1.05
P -2.27 -3.94 -2.39
O -0.91 -4.76 -2.76
Br -2.58 -2.68 -4.23
H 0.33 -5.27 2.83
H 0.85 -3.69 3.49
H 0.99 -4.01 1.76
H -1.54 -4.22 1.66
H -1.61 -3.71 3.35
H -2.75 -0.59 1.36
H -3.14 -2.30 1.57
H -4.29 -2.16 -1.76
H -4.02 -3.36 -0.44
H -4.89 -0.71 0.55
H -6.01 -1.57 -0.48
H -5.18 -0.73 4.36
H -3.97 -1.75 3.58
H -5.10 -2.45 4.73
H -8.08 -2.97 3.89
H -7.99 -3.84 2.34
H -6.85 -4.20 3.65
H -7.95 -0.36 3.01
H -6.56 0.38 2.18
H -7.74 -0.57 1.26
H -2.35 -0.76 -2.31
H -4.45 -0.04 -1.48
H -3.74 0.98 -0.27
H -2.97 2.49 -2.08
H -3.27 1.19 -3.29
H 0.43 0.54 -2.69
H -1.22 0.76 -3.13
H -0.90 3.08 -1.65
H -0.52 2.90 -3.33
H 1.37 3.87 -2.64
H 1.79 2.19 -2.81
H 0.93 3.11 -0.06
H 2.45 3.77 -0.62
H 3.09 0.85 -2.19
H 3.97 0.37 -0.78
H 4.18 2.04 -1.42
H 3.95 -0.16 1.26
H 3.12 0.46 2.69
H 2.18 -0.33 1.41
H -0.29 0.76 2.10
H -2.54 2.74 -0.13
H -1.17 3.29 0.80
H -3.26 1.36 1.93
H -3.28 3.09 2.13
H -1.95 2.16 2.81
H -1.33 -3.51 -0.26
H -0.19 -4.68 -2.12
C 7.39 0.81 -1.82
N 8.49 0.80 -0.79
C 9.77 0.50 -1.50
C 8.22 -0.28 0.20
C 8.65 2.14 -0.10
C 7.49 2.61 0.74
O 6.35 2.76 -0.08
H 7.51 -0.07 -2.44
H 6.43 0.79 -1.32
H 7.48 1.71 -2.42
H 9.69 -0.46 -1.98
H 10.58 0.48 -0.77
H 9.95 1.28 -2.23
H 7.25 -0.10 0.67
H 9.01 -0.28 0.95
H 8.20 -1.24 -0.32
H 8.85 2.85 -0.90
H 9.53 2.05 0.53
H 7.78 3.57 1.18
H 7.29 1.92 1.57
H 5.61 3.08 0.47
*
```

Calculated total energy ... -169163.4882 eV
Highest occupied orbital energy ... -10.35 eV
F_max ... 1.2 eV/A
HOMO-LUMO gap ... 7.85 eV

Löwdin population analysis, charges in e, atoms 1 to 6: C -0.1622; C -0.5146; S 0.9501; C -0.3666; C -0.4087; C -0.1608

(3)
A molecular structure, C30H61BFeGeN6S3Si3 in a non-equilibrium geometry. Source: OMol25; level of theory: wB97M-V/def2-TZVPD.

ORCA input file:
```
! wB97M-V def2-TZVPD RIJCOSX def2/J DEFGRID3
* xyz 2 5
Fe 0.00 0.00 0.41
C -0.45 -4.96 0.14
C 0.51 -4.89 -1.03
C 0.03 -5.86 -2.11
C 1.92 -5.22 -0.57
N 0.58 -3.53 -1.68
C 1.40 -3.38 -2.78
C 1.29 -2.11 -3.21
N 0.40 -1.45 -2.39
B 0.00 0.00 -2.78
N 1.06 1.07 -2.39
C 1.18 2.17 -3.21
C 2.23 2.90 -2.78
N 2.76 2.26 -1.68
C 2.02 1.16 -1.45
S 2.20 0.01 -0.14
C 3.98 2.89 -1.02
C 3.56 4.28 -0.56
C 4.51 2.09 0.15
C 5.06 2.96 -2.09
N -1.46 0.38 -2.39
C -2.47 -0.06 -3.21
C -3.62 0.48 -2.79
N -3.34 1.27 -1.69
C -2.02 1.17 -1.45
S -1.12 1.90 -0.14
C -4.49 2.02 -1.05
C -5.50 0.96 -0.59
C -4.08 2.89 0.12
C -5.08 2.91 -2.14
C -0.01 -2.33 -1.45
S -1.09 -1.92 -0.14
H -0.47 -6.00 0.47
H -1.47 -4.69 -0.13
H -0.13 -4.35 0.98
H -0.01 -6.86 -1.68
H 0.71 -5.90 -2.96
H -0.96 -5.60 -2.46
H 1.88 -6.05 0.14
H 2.38 -4.37 -0.06
H 2.57 -5.52 -1.39
H 1.98 -4.19 -3.17
H 1.74 -1.61 -4.05
H 0.00 0.00 -3.98
H 0.53 2.31 -4.05
H 2.64 3.81 -3.16
H 2.59 4.25 -0.06
H 3.50 4.99 -1.39
H 4.29 4.66 0.14
H 3.82 2.07 0.99
H 5.42 2.60 0.48
H 4.79 1.08 -0.11
H 4.76 3.56 -2.95
H 5.33 1.97 -2.45
H 5.94 3.42 -1.66
H -2.27 -0.70 -4.05
H -4.62 0.39 -3.18
H -5.00 0.14 -0.08
H -6.07 0.56 -1.42
H -6.19 1.42 0.11
H -3.72 2.31 0.96
H -4.97 3.42 0.44
H -3.33 3.63 -0.15
H -5.45 2.34 -2.98
H -4.35 3.63 -2.49
H -5.93 3.45 -1.72
C 1.83 -2.95 2.51
Si 1.90 -1.34 3.46
C 3.53 -0.46 3.20
C 1.56 -1.61 5.28
Ge 0.00 0.00 2.79
Si 0.20 2.31 3.47
C 1.61 3.08 2.50
C 0.64 2.14 5.29
C -1.39 3.27 3.25
Si -2.09 -0.99 3.49
C -2.13 -2.84 3.24
C -2.15 -0.54 5.30
C -3.47 -0.14 2.54
H 2.75 -3.53 2.65
H 1.71 -2.77 1.44
H 0.99 -3.56 2.84
H 4.33 -1.12 3.53
H 3.60 0.45 3.80
H 3.71 -0.20 2.16
H 2.39 -2.20 5.68
H 0.65 -2.17 5.45
H 1.51 -0.69 5.86
H 2.57 2.66 2.81
H 1.65 4.15 2.66
H 1.49 2.89 1.44
H 1.59 1.64 5.44
H -0.12 1.64 5.88
H 0.74 3.16 5.69
H -1.72 3.30 2.21
H -1.21 4.29 3.58
H -2.20 2.86 3.85
H -1.37 -3.34 3.84
H -2.01 -3.13 2.20
H -3.11 -3.20 3.58
H -1.32 -0.95 5.88
H -3.07 -0.96 5.71
H -2.19 0.54 5.47
H -3.27 -0.14 1.47
H -3.59 0.89 2.85
H -4.42 -0.65 2.69
*
```

<S²> ... 6.1322
Calculated total energy ... -188753.7700 eV
Highest occupied orbital energy (spin up / spin down) ... -13.42 / -13.58 eV
F_max ... 1.5 eV/A
HOMO-LUMO gap (spin up / spin down) ... 6.25 / 6.97 eV

Löwdin population analysis, charges in e, atoms 1 to 6: Fe -0.0350; C -0.0699; C -0.5242; C -0.0165; C -0.0110; N 0.0280

(4)
A molecular structure, C30H61CuN5O11PS3Si in a non-equilibrium geometry. Source: OMol25; level of theory: wB97M-V/def2-TZVPD.

ORCA input file:
```
! wB97M-V def2-TZVPD RIJCOSX def2/J DEFGRID3
* xyz -1 2
Cu -1.24 0.37 0.23
N -2.12 -1.51 -0.02
C -2.83 -1.96 1.17
C -2.08 -3.04 1.98
C -0.56 -2.94 2.14
C 0.04 -1.61 2.65
N -0.82 -0.89 3.57
C -1.30 -1.32 4.71
N -0.69 -2.32 5.38
N -2.37 -0.71 5.23
C -3.13 -0.77 2.11
O -3.83 -0.98 3.10
O -2.55 0.33 1.87
H -2.77 -1.32 -0.78
H -1.42 -2.17 -0.34
H -3.81 -2.39 0.92
H -2.26 -4.01 1.50
H -2.56 -3.08 2.97
H -0.08 -3.13 1.18
H -0.27 -3.75 2.82
H 0.19 -0.93 1.80
H 1.01 -1.81 3.10
H -1.32 -0.12 3.12
H 0.22 -2.63 5.09
H -1.01 -2.59 6.30
H -3.08 -0.43 4.52
H -2.75 -1.06 6.09
C 3.12 2.87 3.70
C 2.09 2.23 2.75
C 2.72 1.02 2.04
C 0.86 1.78 3.54
O 1.75 3.20 1.80
Si 0.48 3.15 0.72
O 0.10 1.66 0.38
O 0.95 4.10 -0.53
C 2.10 4.08 -1.34
C 3.31 4.52 -0.50
C 2.36 2.68 -1.91
C 1.85 5.07 -2.48
O -0.83 3.89 1.34
C -1.10 5.18 1.84
C 0.09 6.13 1.71
C -1.48 5.03 3.32
C -2.29 5.74 1.05
H 3.43 2.15 4.45
H 2.67 3.73 4.18
H 3.99 3.20 3.14
H 2.93 0.21 2.73
H 3.66 1.32 1.56
H 2.03 0.68 1.27
H 1.10 0.94 4.19
H 0.09 1.50 2.83
H 0.49 2.61 4.13
H 3.31 3.95 0.42
H 3.23 5.58 -0.25
H 4.24 4.35 -1.04
H 2.47 1.98 -1.09
H 3.26 2.68 -2.52
H 1.52 2.37 -2.53
H 1.67 6.07 -2.08
H 0.98 4.77 -3.05
H 2.71 5.11 -3.15
H 0.94 5.74 2.26
H -0.17 7.11 2.09
H 0.37 6.21 0.67
H -0.62 4.69 3.90
H -2.28 4.30 3.42
H -1.82 5.98 3.72
H -2.02 5.84 0.01
H -2.58 6.71 1.45
H -3.13 5.05 1.13
N -0.54 0.23 -1.89
C -1.36 0.41 -3.00
C -1.89 -0.69 -3.67
C -2.73 -0.51 -4.76
C -3.05 0.76 -5.15
C -2.53 1.87 -4.52
C -1.70 1.70 -3.43
S -4.05 1.05 -6.65
O -4.89 -0.13 -6.80
O -4.76 2.28 -6.39
O -2.98 1.16 -7.64
H 0.07 1.01 -1.68
H -0.03 -0.66 -1.89
H -1.61 -1.69 -3.36
H -3.14 -1.35 -5.30
H -2.81 2.84 -4.89
H -1.30 2.55 -2.90
C -1.47 -5.43 -1.74
C -0.81 -5.69 -3.09
C -0.15 -7.06 -3.13
O 0.11 -4.67 -3.46
P 1.32 -3.96 -2.68
S 2.29 -2.91 -4.05
S 0.68 -2.95 -1.08
O 2.14 -5.30 -2.22
C 3.30 -5.36 -1.41
C 2.93 -5.37 0.07
C 4.30 -4.24 -1.71
H -2.22 -6.19 -1.54
H -1.95 -4.45 -1.73
H -0.71 -5.45 -0.95
H -1.57 -5.63 -3.88
H 0.57 -7.15 -2.32
H 0.37 -7.19 -4.07
H -0.91 -7.83 -3.03
H 3.75 -6.32 -1.68
H 2.51 -4.41 0.35
H 3.81 -5.58 0.67
H 2.18 -6.15 0.25
H 3.85 -3.28 -1.46
H 4.56 -4.24 -2.76
H 5.20 -4.38 -1.11
*
```

Energy above the lowest of the compared OMol25 structures with the same formula, charge and spin ... 1.1296 eV
<S²> ... 0.7571
Calculated total energy ... -156397.7320 eV
Highest occupied orbital energy (spin up / spin down) ... -5.30 / -5.30 eV
F_max ... 1.7 eV/A
HOMO-LUMO gap (spin up / spin down) ... 6.17 / 5.46 eV

Löwdin population analysis, charges in e, atoms 1 to 6: Cu 0.6753; N 0.0582; C -0.2473; C -0.1203; C -0.1801; C -0.1433

What is the formula in the fourth record?
C30H61CuN5O11PS3Si

What did the third record say?
A molecular structure, C30H61BFeGeN6S3Si3 in a non-equilibrium geometry. Source: OMol25; level of theory: wB97M-V/def2-TZVPD.

ORCA input file:
```
! wB97M-V def2-TZVPD RIJCOSX def2/J DEFGRID3
* xyz 2 5
Fe 0.00 0.00 0.41
C -0.45 -4.96 0.14
C 0.51 -4.89 -1.03
C 0.03 -5.86 -2.11
C 1.92 -5.22 -0.57
N 0.58 -3.53 -1.68
C 1.40 -3.38 -2.78
C 1.29 -2.11 -3.21
N 0.40 -1.45 -2.39
B 0.00 0.00 -2.78
N 1.06 1.07 -2.39
C 1.18 2.17 -3.21
C 2.23 2.90 -2.78
N 2.76 2.26 -1.68
C 2.02 1.16 -1.45
S 2.20 0.01 -0.14
C 3.98 2.89 -1.02
C 3.56 4.28 -0.56
C 4.51 2.09 0.15
C 5.06 2.96 -2.09
N -1.46 0.38 -2.39
C -2.47 -0.06 -3.21
C -3.62 0.48 -2.79
N -3.34 1.27 -1.69
C -2.02 1.17 -1.45
S -1.12 1.90 -0.14
C -4.49 2.02 -1.05
C -5.50 0.96 -0.59
C -4.08 2.89 0.12
C -5.08 2.91 -2.14
C -0.01 -2.33 -1.45
S -1.09 -1.92 -0.14
H -0.47 -6.00 0.47
H -1.47 -4.69 -0.13
H -0.13 -4.35 0.98
H -0.01 -6.86 -1.68
H 0.71 -5.90 -2.96
H -0.96 -5.60 -2.46
H 1.88 -6.05 0.14
H 2.38 -4.37 -0.06
H 2.57 -5.52 -1.39
H 1.98 -4.19 -3.17
H 1.74 -1.61 -4.05
H 0.00 0.00 -3.98
H 0.53 2.31 -4.05
H 2.64 3.81 -3.16
H 2.59 4.25 -0.06
H 3.50 4.99 -1.39
H 4.29 4.66 0.14
H 3.82 2.07 0.99
H 5.42 2.60 0.48
H 4.79 1.08 -0.11
H 4.76 3.56 -2.95
H 5.33 1.97 -2.45
H 5.94 3.42 -1.66
H -2.27 -0.70 -4.05
H -4.62 0.39 -3.18
H -5.00 0.14 -0.08
H -6.07 0.56 -1.42
H -6.19 1.42 0.11
H -3.72 2.31 0.96
H -4.97 3.42 0.44
H -3.33 3.63 -0.15
H -5.45 2.34 -2.98
H -4.35 3.63 -2.49
H -5.93 3.45 -1.72
C 1.83 -2.95 2.51
Si 1.90 -1.34 3.46
C 3.53 -0.46 3.20
C 1.56 -1.61 5.28
Ge 0.00 0.00 2.79
Si 0.20 2.31 3.47
C 1.61 3.08 2.50
C 0.64 2.14 5.29
C -1.39 3.27 3.25
Si -2.09 -0.99 3.49
C -2.13 -2.84 3.24
C -2.15 -0.54 5.30
C -3.47 -0.14 2.54
H 2.75 -3.53 2.65
H 1.71 -2.77 1.44
H 0.99 -3.56 2.84
H 4.33 -1.12 3.53
H 3.60 0.45 3.80
H 3.71 -0.20 2.16
H 2.39 -2.20 5.68
H 0.65 -2.17 5.45
H 1.51 -0.69 5.86
H 2.57 2.66 2.81
H 1.65 4.15 2.66
H 1.49 2.89 1.44
H 1.59 1.64 5.44
H -0.12 1.64 5.88
H 0.74 3.16 5.69
H -1.72 3.30 2.21
H -1.21 4.29 3.58
H -2.20 2.86 3.85
H -1.37 -3.34 3.84
H -2.01 -3.13 2.20
H -3.11 -3.20 3.58
H -1.32 -0.95 5.88
H -3.07 -0.96 5.71
H -2.19 0.54 5.47
H -3.27 -0.14 1.47
H -3.59 0.89 2.85
H -4.42 -0.65 2.69
*
```

<S²> ... 6.1322
Calculated total energy ... -188753.7700 eV
Highest occupied orbital energy (spin up / spin down) ... -13.42 / -13.58 eV
F_max ... 1.5 eV/A
HOMO-LUMO gap (spin up / spin down) ... 6.25 / 6.97 eV

Löwdin population analysis, charges in e, atoms 1 to 6: Fe -0.0350; C -0.0699; C -0.5242; C -0.0165; C -0.0110; N 0.0280